Molecular formula: C17H41ClN3O
Method: DFT, ωB97M-V/def2-TZVPD

Positions of all 63 atoms, in Å:
C: 6.503 -2.918 3.003
N: 5.179 -3.103 2.232
C: 4.380 -4.115 3.021
C: 2.753 -3.990 2.877
O: 2.266 -2.708 2.344
C: 3.078 -1.584 2.836
Cl: 3.102 -1.371 4.676
C: 4.563 -1.725 2.137
H: 7.124 -2.029 2.550
H: 6.221 -2.594 4.117
H: 7.091 -3.927 3.094
H: 5.483 -3.460 1.277
H: 4.682 -5.185 2.589
H: 4.678 -4.169 4.176
H: 2.315 -4.072 3.984
H: 2.301 -4.912 2.277
H: 2.587 -0.593 2.388
H: 5.281 -0.848 2.498
H: 4.390 -1.522 0.973
C: -0.951 -0.090 -3.336
C: -0.117 -1.217 -2.732
N: 0.571 -0.838 -1.495
C: 1.610 -1.788 -1.090
C: 1.174 -3.202 -0.725
C: -0.273 -0.336 -0.409
C: -1.407 -1.230 0.081
H: -0.352 0.816 -3.470
H: -1.327 -0.392 -4.319
H: -1.818 0.153 -2.715
H: 0.633 -1.494 -3.484
H: -0.754 -2.098 -2.589
H: 2.184 -1.366 -0.253
H: 2.336 -1.864 -1.912
H: 0.668 -3.230 0.243
H: 2.051 -3.848 -0.642
H: 0.516 -3.643 -1.479
H: -0.711 0.618 -0.730
H: 0.356 -0.063 0.448
H: -2.005 -1.635 -0.739
H: -2.084 -0.647 0.716
H: -1.038 -2.058 0.687
C: -1.802 3.977 -2.584
C: -3.054 4.578 -1.950
N: -4.126 3.604 -1.732
C: -5.421 4.218 -1.431
C: -5.538 5.029 -0.145
C: -3.786 2.433 -0.921
C: -3.244 2.676 0.484
H: -2.047 3.436 -3.504
H: -1.097 4.774 -2.842
H: -1.289 3.293 -1.903
H: -3.414 5.354 -2.636
H: -2.775 5.089 -1.021
H: -6.202 3.445 -1.435
H: -5.683 4.880 -2.269
H: -5.557 4.385 0.737
H: -6.477 5.589 -0.148
H: -4.728 5.755 -0.035
H: -3.044 1.840 -1.470
H: -4.658 1.769 -0.852
H: -2.446 3.423 0.501
H: -2.822 1.745 0.878
H: -4.029 2.986 1.174

Results
- Kohn-Sham gap: 6.0 eV
- LUMO: -3.43 eV
- Net charge: +1
- Electronic energy: -1371.637062 Eh

Computed Löwdin charges, given in elementary charges:
1 C -0.034
2 N -0.161
3 C -0.115
4 C -0.149
5 O -0.204
6 C -0.580
7 Cl 0.610
8 C -0.110
9 H 0.133
10 H 0.138
11 H 0.136
12 H 0.210
13 H 0.166
14 H 0.159
15 H 0.140
16 H 0.160
17 H 0.156
18 H 0.160
19 H 0.164
20 C -0.083
21 C -0.262
22 N -0.183
23 C -0.256
24 C -0.093
25 C -0.241
26 C -0.076
27 H 0.080
28 H 0.080
29 H 0.054
30 H 0.119
31 H 0.100
32 H 0.084
33 H 0.111
34 H 0.046
35 H 0.063
36 H 0.076
37 H 0.094
38 H 0.107
39 H 0.075
40 H 0.066
41 H 0.054
42 C -0.093
43 C -0.267
44 N -0.189
45 C -0.253
46 C -0.092
47 C -0.245
48 C -0.083
49 H 0.079
50 H 0.074
51 H 0.054
52 H 0.120
53 H 0.098
54 H 0.114
55 H 0.111
56 H 0.055
57 H 0.073
58 H 0.069
59 H 0.081
60 H 0.118
61 H 0.070
62 H 0.055
63 H 0.057